# 1
55
Properties=species:S:1:pos:R:3:forces:R:3:mulliken_charge:R:1 method="wB97M-V/def2-TZVPD" max_force_ev_per_a=1.33 e_tot_ev=-36900.4023 homo_lumo_gap_ha=0.3903
N 0.518566 0.272231 -0.311844 -0.77 -0.11 1.08 -0.184
H 0.005100 -0.257024 0.393030 0.10 0.40 0.17 0.111
H 0.067251 -0.047109 -1.158990 0.69 -0.09 -0.50 0.171
H 1.461059 -0.063613 -0.160597 0.13 -0.08 -0.85 0.037
H 2.797010 -1.776743 3.505392 0.54 -0.19 -0.30 0.332
H 2.465244 -2.415316 2.138472 0.23 0.14 0.02 0.367
O 2.156803 -2.337233 3.053706 -0.24 -0.01 0.37 -0.758
H -3.761800 2.777150 1.063706 -0.23 -0.08 0.21 0.326
H -2.532486 3.601241 1.226147 0.11 0.24 0.16 0.346
O -3.322576 3.334553 1.718265 0.17 -0.14 -0.36 -0.700
H -0.723544 -3.766911 -0.595540 0.08 0.37 0.17 0.389
H -1.256889 -2.568191 0.258257 0.09 -0.37 0.38 0.352
O -1.528803 -3.324270 -0.288581 -0.22 -0.18 -0.33 -0.693
H 2.783279 0.870779 3.048970 -0.07 -0.06 0.21 0.331
H 3.749389 0.675724 1.897662 0.14 0.00 -0.01 0.304
O 3.719638 0.715216 2.859346 -0.19 -0.06 -0.16 -0.654
H 3.211749 -0.031658 -1.673009 0.13 0.01 -0.10 0.395
H 3.532773 1.224058 -0.819567 0.04 0.01 -0.03 0.270
O 3.670532 0.273422 -0.859277 -0.02 0.01 0.27 -0.624
H -0.345830 1.162739 -3.862014 -0.49 0.03 0.06 0.361
H 0.829180 2.131223 -3.711694 -0.19 0.20 -0.10 0.312
O 0.563386 1.317817 -4.151580 0.22 0.05 0.22 -0.726
H -0.738090 2.320036 1.406930 0.20 -0.50 0.05 0.485
H 0.369403 2.718033 0.386637 0.19 -0.51 0.24 0.290
O -0.341646 3.067604 0.928800 -0.10 0.82 -0.31 -0.798
H 2.259398 -1.002013 -3.812230 0.02 0.04 -0.06 0.271
H 1.619769 0.283742 -3.220157 0.06 -0.45 -0.46 0.374
O 2.252171 -0.445596 -3.030650 -0.05 0.12 0.44 -0.668
H 1.692298 -4.376036 -0.478563 0.36 0.32 0.08 0.281
H 1.640912 -2.883367 -0.980313 0.45 -0.09 0.25 0.329
O 1.161175 -3.711910 -0.921829 -0.60 -0.33 -0.38 -0.641
H -3.823528 -0.633026 -0.107495 -0.10 0.07 -0.30 0.293
H -3.549607 0.776808 -0.610297 0.06 0.06 -0.29 0.269
O -3.511726 0.233630 0.177851 -0.18 0.12 0.24 -0.613
H 0.619830 0.066964 4.746625 0.11 -0.09 0.05 0.266
H 1.272291 -0.906863 3.721234 -0.60 0.11 -0.27 0.417
O 0.895201 -0.009967 3.828855 0.09 0.23 0.09 -0.575
H -1.075713 2.980390 -0.807349 -0.37 0.23 -0.02 0.364
H -1.457982 4.097537 -1.804404 -0.01 0.07 0.12 0.262
O -1.641981 3.182428 -1.577346 0.03 -0.15 -0.13 -0.554
H -2.842575 -2.493949 -2.346041 0.12 -0.23 0.17 0.266
H -2.219844 -1.615348 -1.269212 0.18 -0.50 -0.02 0.408
O -2.805143 -1.589976 -2.031361 -0.55 0.77 -0.32 -0.641
H -2.287662 1.812073 2.622995 -0.30 -0.01 -0.49 0.345
H -1.126650 1.027074 3.159602 0.60 -0.57 0.13 0.188
O -1.641962 1.134065 2.358569 -0.24 0.99 0.53 -0.556
H -2.940473 0.230224 -2.955360 0.44 -0.50 -0.18 0.306
H -2.852903 1.735963 -2.969662 0.47 0.29 -0.07 0.268
O -2.393023 0.952977 -3.294689 -0.45 0.08 0.13 -0.584
H -2.642783 -1.430793 1.528162 -0.22 -0.14 0.25 0.311
H -1.601926 -0.428445 1.176075 -0.34 0.30 0.47 0.264
O -1.692260 -1.321555 1.525323 0.53 -0.58 -0.39 -0.627
H 3.414867 -1.202653 0.288021 -0.65 -0.08 -0.10 0.272
H 4.445874 -2.172143 0.331355 -0.03 -0.84 0.18 0.295
O 3.485241 -2.163990 0.459665 0.63 0.87 -0.18 -0.628

# 2
55
Properties=species:S:1:pos:R:3:forces:R:3:mulliken_charge:R:1 method="wB97M-V/def2-TZVPD" max_force_ev_per_a=2.35 e_tot_ev=-37451.3621 homo_lumo_gap_ha="0.0694 / 0.3657" spin_multiplicity=2 s2=0.75
O -1.734749 1.189356 -2.101271 0.91 1.10 -0.25 -0.418
H -3.592151 -4.234863 1.107632 -0.30 -0.55 -0.14 0.273
H -1.508583 0.771399 -3.058588 -1.44 0.38 1.26 0.434
O -1.877929 0.981800 2.319257 -0.13 0.37 -0.52 -0.378
H 4.128283 -0.493128 3.808273 0.37 0.24 -0.06 0.314
O 2.670381 -2.246967 -1.357452 0.59 -0.28 -0.91 -0.777
H 2.153733 -1.455429 -1.201639 -0.38 -0.09 0.87 0.389
H -1.856379 3.740701 2.257776 0.01 0.13 0.24 0.246
O 2.517702 4.426437 2.912722 -0.05 0.36 0.03 -0.523
H -1.293979 1.150919 3.062628 0.24 -0.11 0.21 0.274
H 2.532934 5.388460 2.836449 0.08 0.00 0.03 0.300
O 1.754167 -3.361881 3.875187 0.73 0.60 0.29 -0.651
H 2.553071 -3.616387 4.343381 0.05 -0.92 0.19 0.298
H -2.397026 0.569553 -5.150172 0.20 -0.07 -0.06 0.330
O 3.550302 -0.442115 3.046585 -0.56 -0.29 -0.11 -0.620
H 3.941226 0.134464 2.381714 0.15 0.02 0.24 0.273
H 0.974377 1.518220 -0.153643 -0.76 -0.10 -0.13 0.325
O 0.422387 -1.303177 0.965136 0.53 -0.35 0.35 -0.696
H -5.246382 -1.229159 -2.731617 -0.18 -0.32 0.14 0.297
H 1.464930 0.543850 4.660002 0.93 -0.66 -1.36 0.319
O -2.451261 -1.540000 0.792387 -0.07 -0.24 -0.04 -0.666
H -2.093382 -2.415330 0.545211 -0.23 0.46 -0.06 0.346
H -2.539421 -1.651626 1.746183 0.15 0.15 -0.03 0.290
O 3.030410 -1.300341 -3.901082 -0.34 -0.06 -0.24 -0.662
H 3.353554 -1.520424 -3.015454 0.08 0.09 0.13 0.328
H -0.318848 4.184216 2.385970 -0.57 0.07 0.38 0.307
O 0.163462 0.998151 -0.428854 -0.22 0.19 -0.02 -0.777
H -0.128352 -0.607758 0.593039 0.03 -0.33 0.07 0.354
H 2.389369 4.269432 3.855468 0.00 -0.13 0.03 0.287
O 1.293353 2.739217 1.024393 0.27 0.01 -0.46 -0.928
H 1.851314 3.451414 0.696950 0.18 0.08 0.22 0.328
H 0.389875 3.113204 1.055883 0.26 -0.25 0.01 0.406
O -1.112516 -0.926515 -3.033657 0.12 -0.60 -0.11 -0.479
H -0.224163 -1.218407 -2.773951 -0.24 -0.37 -0.32 0.141
H -2.505612 0.902680 -1.597337 -0.49 -0.62 -0.53 0.425
O -2.816084 -4.182940 0.554519 0.80 0.51 -0.24 -0.597
H 2.455414 -2.058807 -4.061833 0.10 -0.03 -0.15 0.328
H -2.655011 -4.952797 0.009471 -0.47 -0.37 0.27 0.283
O -1.800971 1.161313 -4.680975 -0.03 0.23 0.24 -0.737
H -0.434385 1.168541 0.325368 0.10 0.05 0.09 0.271
H -0.863470 0.942421 -4.875051 -0.14 -0.05 -0.43 0.423
O 0.833168 0.868866 -4.902847 -1.03 -0.11 0.37 -0.662
H -1.454888 -1.410465 -3.799267 0.57 -0.23 0.19 0.263
H 1.320817 0.067099 -4.680265 0.76 0.34 -0.19 0.327
O -0.967848 3.645154 1.908753 0.38 0.14 -0.32 -0.575
H 1.304846 1.502469 -5.439708 0.64 -0.27 -0.08 0.269
H 1.998573 -2.426981 3.818843 -0.81 0.36 -0.52 0.293
O 0.686830 0.048105 4.333972 0.31 1.54 1.75 -0.754
H 2.659421 -2.845597 -0.607609 -0.37 0.43 0.34 0.336
H 0.203720 0.501205 5.057566 -1.29 -0.88 -0.49 0.330
O -4.308566 -1.113363 -2.876436 0.45 0.68 -0.38 -0.600
H -2.500626 0.302044 2.585397 0.06 -0.11 0.11 0.154
H -3.850123 -1.928014 -2.667397 -0.16 -0.25 0.29 0.290
H 0.868393 -0.876537 1.712750 -0.12 -0.15 -0.08 0.218
H -0.933306 1.078339 -1.482776 0.39 0.26 -0.08 0.433

# 3
55
Properties=species:S:1:pos:R:3:forces:R:3:mulliken_charge:R:1 method="wB97M-V/def2-TZVPD" total_charge=+1 max_force_ev_per_a=7.46 e_tot_ev=-37445.3610 homo_lumo_gap_ha=0.3835
O 2.990268 2.406709 -3.233573 -0.23 -1.04 -0.34 -0.597
H -2.962849 -1.738330 0.229162 -0.30 -0.49 -0.53 0.327
H -1.903221 -2.125733 -1.721579 1.54 -0.38 2.49 0.335
O -1.324775 -2.001162 -0.864717 -1.49 -1.71 -2.90 -0.674
H 3.594269 2.118620 -3.928028 0.14 0.46 0.12 0.277
O -0.050533 1.009679 0.342794 -0.18 1.19 4.80 -0.580
H 0.190740 1.807006 1.051927 -0.36 -2.59 -2.47 0.380
H 0.186735 1.349991 -0.477925 0.72 1.14 -2.50 0.269
O -1.489322 -0.176559 -3.591051 1.03 4.66 2.60 -0.588
H -2.162378 0.453299 -3.176953 1.20 -1.26 -1.12 0.334
H -1.896559 -0.919053 -3.880036 -2.34 -3.38 -1.51 0.244
O -0.700053 5.247221 2.344173 -1.03 -0.17 -0.24 -0.650
H -0.887620 4.747073 1.504561 -0.61 1.42 1.25 0.445
H -1.606251 5.470591 2.656979 1.00 -0.19 -0.36 0.280
O -2.336444 4.412098 0.506304 -2.27 -2.94 -2.77 -0.687
H -2.516608 3.545664 -0.122932 0.56 3.36 2.25 0.334
H -3.216336 4.884994 0.523616 1.43 -0.78 -0.13 0.298
O 0.510393 -3.348571 3.150446 -3.77 -0.74 1.69 -0.738
H 2.026911 -3.001077 2.344285 -0.10 0.61 -0.55 0.490
H -0.458764 -3.368767 3.656975 3.70 0.42 -2.33 0.350
O 2.671171 -2.578106 1.708606 -0.77 0.68 -2.17 -0.551
H 2.700934 -3.302716 0.861386 0.22 0.85 1.58 0.639
H 2.068021 -1.847435 1.187288 1.78 -2.26 2.11 0.544
O 0.561766 1.819623 -2.589179 -1.18 4.04 -0.25 -0.611
H 1.367190 1.381091 -2.504878 2.00 -1.76 0.11 0.224
H 3.357617 3.095757 -2.701815 0.86 0.77 0.17 0.298
O -0.134609 -0.882227 4.047520 -2.76 0.95 -0.46 -0.627
H 1.049571 -3.563162 3.906426 0.46 -0.15 0.75 0.304
H -0.354727 -0.724257 3.089160 0.53 -0.20 1.25 0.307
O -2.287134 2.810283 -2.844615 -2.09 0.59 -0.50 -0.627
H -2.396446 3.446628 -3.574259 -0.01 -0.45 0.45 0.318
H -1.369130 2.731171 -2.724364 2.09 -0.40 0.20 0.355
O 3.166005 -4.569702 0.021448 -5.33 3.59 -3.04 -0.460
H 2.793054 -5.159251 -0.640224 0.17 0.08 0.08 0.268
H 3.815844 -4.925404 0.461532 5.65 -3.52 3.38 0.237
O -3.726516 -2.287967 -0.030339 0.10 0.49 0.91 -0.579
H 0.979486 2.741205 -2.786799 -1.44 -2.27 0.34 0.310
H -4.108997 -2.467004 0.835187 -0.46 -0.20 -0.16 0.283
O 3.912566 0.625109 -0.813558 -0.98 1.45 -3.12 -0.602
H 3.703129 1.103642 -1.723389 0.27 -1.54 2.64 0.354
H 4.793249 0.962180 -0.673475 0.63 -0.01 0.48 0.296
O 1.188507 -2.872787 0.003814 -0.08 2.39 -1.96 -0.618
H 0.944118 -2.027181 -0.449441 0.54 -0.46 0.18 0.260
H 0.347118 -3.245209 -0.114394 -2.23 -1.48 0.09 0.208
O 1.978197 -3.863272 -3.071559 -1.55 -5.02 -0.82 -0.604
H 1.957920 -3.180231 -2.454888 -0.33 1.53 1.97 0.315
H 1.431890 -4.702005 -2.706335 1.83 3.40 -1.17 0.308
O -4.833476 0.833267 3.332416 -0.46 -0.30 -0.23 -0.648
H -5.344130 1.127521 2.532273 0.32 -0.95 1.54 0.327
H -5.291202 0.135327 3.869262 0.15 1.21 -1.31 0.324
O 0.846496 3.273141 1.842236 0.27 -2.79 2.68 -0.686
H 0.324052 3.782407 1.301882 -0.92 2.09 -2.66 0.257
H 0.176813 3.256830 2.576264 1.34 0.01 -0.09 0.409
H -1.020174 -0.622595 4.472234 2.01 -0.41 -0.66 0.330
H -1.255776 -1.078361 -0.959852 0.75 2.46 0.25 0.292

# 4
57
Properties=species:S:1:pos:R:3:forces:R:3:mulliken_charge:R:1 method="wB97M-V/def2-TZVPD" max_force_ev_per_a=8.68 e_tot_ev=-39515.8651 homo_lumo_gap_ha=0.3830
O 3.259021 -3.541896 -1.422845 -2.17 -0.60 0.06 -0.637
H 2.335655 -3.880559 -1.199237 1.94 0.22 -0.01 0.323
H 2.915617 -2.773793 -1.898153 0.55 0.30 0.00 0.311
O 1.199827 -1.951852 -0.640401 4.09 -5.17 0.87 -0.317
H 0.681188 -1.304946 -0.921635 -3.58 4.73 -1.43 0.183
H 0.887027 -2.283010 0.194550 -0.34 0.18 0.37 0.189
O 4.655452 1.277037 1.774870 -1.53 -1.49 -1.77 -0.747
H 4.546757 0.252140 1.718964 0.41 1.85 0.46 0.446
H 4.092137 1.498307 0.968551 1.32 -0.12 1.42 0.284
O -2.635822 -3.656684 -1.395114 -3.66 -1.72 5.40 -0.679
H -2.372147 -3.221250 -2.111923 2.07 2.51 -5.11 0.468
H -2.002300 -4.308002 -1.196966 1.18 -1.23 0.44 0.262
O 0.212760 4.488015 0.003024 -3.77 -1.10 -1.10 -0.726
H 1.158145 4.556078 0.087305 0.49 -0.39 -0.57 0.396
H -0.140742 3.818019 -0.706560 1.77 1.98 1.99 0.344
O -1.330470 -2.645442 -3.200915 2.14 3.07 0.97 -0.691
H -1.673991 -2.390077 -4.051481 -0.14 0.23 -0.66 0.321
H -0.837930 -1.789413 -2.844464 -1.39 -2.74 -1.16 0.283
O 1.063456 -0.266727 1.516985 -2.33 -0.05 -0.06 -0.410
H 0.065317 -0.473170 1.500240 2.45 -0.29 0.19 0.280
H 1.497761 -0.586143 2.335269 -0.61 -0.05 -0.12 0.423
O -0.373668 1.904222 0.773425 2.31 -6.28 -2.26 -0.712
H 0.404984 1.378787 1.209979 -1.66 1.54 -0.37 0.340
H -0.629710 2.650921 1.178020 -0.78 4.28 2.52 0.295
O 1.988660 0.325303 3.983169 -5.56 -1.51 0.18 -0.707
H 1.145025 0.660432 3.460812 2.56 -0.69 1.99 0.348
H 2.617859 0.842650 3.600683 3.11 2.15 -1.46 0.392
O -3.575306 -0.017328 1.214642 3.27 2.98 0.43 -0.660
H -4.292826 0.016695 0.630092 -1.73 -0.36 -1.20 0.280
H -2.986552 0.678473 0.738435 -1.09 -1.55 1.51 0.240
O 1.995605 2.354839 2.138327 -1.69 0.34 -0.39 -0.643
H 1.857112 2.858548 1.322500 0.46 0.10 0.56 0.146
H 2.904434 2.298460 2.385977 1.38 0.31 -0.23 0.352
O 3.589940 -1.181563 1.449806 1.66 -1.09 0.46 -0.713
H 2.942385 -0.614963 1.114701 -2.27 1.70 -0.44 0.221
H 3.735114 -1.643473 0.627604 0.63 -1.14 -0.41 0.368
O -3.706145 -1.179674 -1.002017 8.40 -1.32 -1.75 -0.533
H -3.281143 -2.135891 -0.888335 -1.07 2.26 -0.37 0.241
H -4.528677 -1.372345 -0.856783 -7.81 -1.57 1.07 0.260
O -3.847168 -2.220394 2.742141 1.14 -0.63 0.55 -0.602
H -2.965404 -1.805936 2.793718 -0.55 -0.56 0.06 0.295
H -4.361016 -1.501984 2.416184 -0.69 0.75 -0.26 0.342
O 0.347338 0.409537 -1.517900 2.21 1.01 4.73 -0.609
H -0.233702 0.483123 -2.182129 -3.34 -0.07 -3.88 0.259
H -0.065956 1.031141 -0.825307 0.87 -0.99 -0.75 0.493
O 2.549311 4.190515 -0.661785 1.38 2.25 -0.33 -0.687
H 2.483244 3.276103 -0.689724 0.08 -2.95 -0.04 0.317
H 2.147683 4.437722 -1.498683 0.03 0.41 -0.24 0.358
O -2.654376 0.730593 -2.862799 1.17 2.27 -2.02 -0.627
H -2.858129 -0.066530 -2.455042 -1.44 -1.99 1.87 0.270
H -3.016846 1.520873 -2.443814 -0.21 -0.96 0.50 0.314
O -0.937828 2.686136 -3.122815 -1.80 -1.12 -0.42 -0.650
H -0.654392 1.726529 -2.993463 -1.10 2.45 -0.71 0.349
H -1.930923 2.650238 -3.424214 3.35 -0.08 0.64 0.330
O -1.291278 -1.850871 0.722033 -0.01 2.81 2.96 -0.435
H -1.709048 -2.180560 -0.023997 -0.97 -1.44 -2.28 0.082
H -1.950491 -1.133330 0.993678 0.87 -1.40 -0.40 0.380

# 5
6
Properties=species:S:1:pos:R:3:forces:R:3:mulliken_charge:R:1 method="wB97M-V/def2-TZVPD" max_force_ev_per_a=5.60 e_tot_ev=-11124.1832 homo_lumo_gap_ha="0.2862 / 0.3117"
N -0.750237 -0.462419 -0.000439 2.02 2.46 -4.60 -0.251
N 0.058662 0.592320 0.269944 0.42 -0.91 1.69 -0.384
I 0.560845 1.905470 -1.203728 -0.14 -0.46 -0.28 0.119
H -1.066968 -0.855760 0.802394 -0.95 -1.75 2.52 0.234
H -0.503354 -1.003685 -0.851601 -0.61 0.10 1.16 0.267
H 1.701052 -0.175926 0.983428 -0.75 0.55 -0.48 0.015

# 6
6
Properties=species:S:1:pos:R:3:forces:R:3:mulliken_charge:R:1 method="wB97M-V/def2-TZVPD" max_force_ev_per_a=2.59 e_tot_ev=-11124.0398 homo_lumo_gap_ha="0.2819 / 0.3288"
N -0.144715 0.515886 0.718736 2.42 -0.36 0.46 -0.320
N -0.394869 -0.606645 0.022176 -1.94 1.37 -1.04 -0.346
I 0.945517 -2.003613 -0.118696 1.49 -1.04 0.21 0.129
H -0.801131 1.188609 0.343860 0.51 0.57 0.47 0.263
H 0.896793 0.781940 0.884108 -2.49 -0.17 -0.55 0.279
H -0.501594 0.123823 -1.850183 0.02 -0.37 0.44 -0.005